The following is a DFT calculation (ωB97M-V/def2-TZVPD) of 2 unconnected molecules or ions with the total composition C21H30BClF3N2O11PS at a distorted geometry.

Output
* orbital gap: 0.29142 hartree
* SMILES: CC[C@H](Cl)c1c2c(c(COO)c(B(C)O)c1P(N)O)C(=O)N(CCCCS(=O)(=O)O)C2=O.CCOC(=O)C(F)(F)F
* E: -89240.99767 eV
* charge: 0

Each line ends with the Mulliken charge.
Element x y z (Å)
C1 4.4847 5.1692 2.0501  -1.44
C2 4.2067 3.7751 1.4488  -0.47
C3 3.2361 3.0227 2.3434  0.15
Cl1 3.9795 2.5166 3.9040  -0.17
C4 2.4511 1.8990 1.6952  -0.10
C5 1.1075 1.8712 1.9622  0.15
C6 0.3115 0.8811 1.4488  0.77
C7 0.7666 -0.0935 0.6273  -0.04
C8 -0.1727 -1.1273 0.0869  -0.84
O1 -0.6924 -0.6219 -1.1328  -0.36
O2 -1.7573 -1.4891 -1.4992  -0.31
C9 2.1162 -0.0917 0.3328  0.05
B1 2.7600 -1.1973 -0.6245  0.65
C10 2.7537 -2.7206 -0.1608  -1.21
O3 3.2623 -0.8277 -1.8368  -0.56
C11 2.9355 0.8742 0.8757  0.77
P1 4.7015 0.5766 0.3842  -0.07
N1 5.7004 0.8277 1.7672  -0.49
O4 5.0758 1.7448 -0.7283  -0.51
C12 -1.0861 1.1354 1.9908  -0.60
O5 -1.9934 0.3418 1.8475  -0.47
N2 -1.1022 2.3606 2.6766  0.19
C13 -2.0017 3.2845 1.9117  -0.53
C14 -3.4128 3.3040 2.5594  -0.63
C15 -4.5595 3.1601 1.5669  -1.16
C16 -4.6838 1.7777 0.9027  -0.42
S1 -5.2774 0.5274 2.0130  1.21
O6 -6.7044 0.4403 1.9288  -0.67
O7 -4.8213 0.7268 3.3494  -0.60
O8 -4.6805 -0.8390 1.4517  -0.42
C17 0.2659 2.7997 2.7846  -0.21
O9 0.5642 3.7801 3.4321  -0.65
H1 5.0970 5.0683 2.9439  0.31
H2 3.5301 5.6393 2.2794  0.38
H3 5.0735 5.7636 1.3536  0.42
H4 5.1750 3.2961 1.3481  0.07
H5 3.8047 3.9020 0.4444  0.49
H6 2.4917 3.7502 2.6449  0.53
H7 -0.9558 -1.4163 0.7821  0.48
H8 0.3765 -2.0424 -0.1561  0.25
H9 -2.1482 -1.1067 -2.2936  0.31
H10 2.2438 -2.8341 0.7937  0.37
H11 2.1396 -3.2593 -0.8909  0.33
H12 3.7616 -3.1335 -0.1224  0.39
H13 3.8374 -1.5461 -2.1263  0.30
H14 6.4019 1.5432 1.6178  0.23
H15 6.1327 -0.0733 1.9202  0.30
H16 5.8814 1.4237 -1.1499  0.32
H17 -1.5631 4.2751 1.9856  0.47
H18 -2.0795 2.9622 0.8702  0.43
H19 -3.4349 2.5786 3.3649  0.44
H20 -3.5242 4.2830 3.0309  0.38
H21 -5.5113 3.3787 2.0527  0.39
H22 -4.4333 3.8808 0.7572  0.39
H23 -3.7583 1.5129 0.3952  0.20
H24 -5.4371 1.8541 0.1193  0.49
H25 -5.3400 -1.5174 1.6579  0.34
C18 -2.2292 -4.1036 -3.0818  -0.77
C19 -1.6932 -4.0248 -4.4946  -0.31
O10 -1.1699 -5.2948 -4.9260  -0.33
C20 -2.0617 -6.1720 -5.3668  0.34
O11 -3.2418 -6.0041 -5.4345  -0.51
C21 -1.3452 -7.4482 -5.8316  0.91
F1 -0.4129 -7.8382 -4.9552  -0.25
F2 -0.7379 -7.2421 -7.0079  -0.25
F3 -2.2027 -8.4518 -5.9850  -0.24
H26 -1.4649 -4.4809 -2.4026  0.28
H27 -2.5457 -3.1282 -2.7410  0.10
H28 -3.0798 -4.7831 -3.0218  0.38
H29 -0.8586 -3.3272 -4.5396  0.34
H30 -2.4512 -3.6720 -5.1935  0.33

Force components x, y, z for each atom (eV/Å):
0.1 -0.6 -0.3
0.7 0.8 0.5
-0.1 0.1 -0.6
-0.1 0.0 -0.1
0.8 0.3 0.7
0.0 0.3 0.6
-1.6 1.2 1.2
-0.7 -0.9 -0.2
0.4 -1.1 -0.4
-0.1 1.1 -0.2
-0.3 -1.0 0.5
0.2 -0.6 -1.1
0.0 -0.3 0.7
-0.3 0.7 -0.3
0.0 -0.2 0.1
1.7 1.6 -0.1
0.0 -1.6 0.1
-0.4 0.3 -0.9
-0.1 0.1 0.8
0.4 -2.2 -0.6
0.1 1.4 0.2
0.4 -0.1 -1.3
-1.0 0.1 1.4
0.5 0.7 -0.1
-0.1 -0.7 0.3
0.2 0.5 -0.7
-0.8 -0.3 1.5
-0.4 0.0 -1.0
0.9 0.2 0.0
0.2 0.4 -0.4
-0.4 0.8 0.4
-0.2 -0.8 -0.8
-0.2 0.1 0.2
0.2 0.3 0.1
-0.2 0.2 -0.1
-0.1 -0.4 -0.1
-0.2 -0.2 0.0
0.0 0.0 0.1
-0.2 0.4 0.0
0.0 0.0 0.1
0.4 0.6 0.0
0.3 -0.1 0.2
0.3 -0.2 -0.1
0.0 -0.2 0.0
-0.1 0.1 -0.5
0.0 0.1 0.4
0.3 0.1 0.2
-0.1 0.1 -0.3
0.1 0.0 -0.2
0.3 0.1 0.0
-0.2 -0.2 -0.2
-0.1 0.0 0.1
0.0 0.2 0.1
-0.1 0.0 0.0
0.1 -0.5 0.4
-0.2 -0.3 0.1
-0.1 -0.1 -0.1
-0.1 -0.6 -0.1
-0.1 0.5 0.3
0.2 -0.1 -0.2
0.0 0.6 0.2
-0.1 -0.3 -0.1
0.2 -0.6 -0.1
0.0 0.1 0.1
0.0 0.2 0.0
-0.1 0.1 0.0
0.1 0.2 0.0
0.0 0.0 0.0
0.0 0.0 -0.1
0.2 -0.2 -0.1
0.0 -0.2 -0.1

The following is a DFT calculation (ωB97M-V/def2-TZVPD) of a molecular structure, C21H30CeF5NOP2 at a distorted geometry.

Output
* orbital gap (spin up / spin down): 0.20069 / 0.20037 hartree
* E: -70889.42954 eV
* charge: 0

Each line ends with the Mulliken charge.
Element x y z (Å)
Ce1 -0.1210 -0.0531 0.4508  -0.07
P1 -1.0187 -2.8522 0.7496  1.27
P2 1.2730 2.5140 -0.6072  1.06
N1 0.0212 -0.5013 -1.2990  -0.13
H1 -0.2394 -1.5720 1.6332  -0.12
C1 -2.7989 -3.1017 0.4575  -1.32
H2 -3.0580 -4.1186 0.7813  0.41
H3 -3.0085 -2.9692 -0.6114  0.35
H4 -3.3727 -2.3560 1.0263  0.29
C2 -0.6924 -3.8441 2.2296  -1.34
H5 -1.1712 -4.8256 2.0807  0.45
H6 -1.0979 -3.3270 3.1043  0.35
H7 0.3929 -3.9548 2.3547  0.33
C3 -0.2473 -3.8162 -0.5814  -1.34
H8 -0.4827 -4.8731 -0.4325  0.47
H9 0.8362 -3.6572 -0.5749  0.31
H10 -0.6246 -3.4677 -1.5534  0.31
C4 0.1458 3.9232 -1.0237  -1.27
H11 0.6855 4.8789 -1.0583  0.40
H12 -0.6544 3.9558 -0.2644  0.26
H13 -0.3065 3.7376 -2.0013  0.37
C5 2.2823 3.3222 0.7138  -1.25
H14 2.6181 4.3198 0.3984  0.40
H15 3.1595 2.6968 0.9251  0.28
H16 1.6854 3.4093 1.6233  0.28
C6 2.4247 2.6728 -2.0358  -1.27
H17 2.6857 3.7150 -2.2550  0.42
H18 1.9320 2.2473 -2.9215  0.31
H19 3.3400 2.1115 -1.8406  0.31
C7 0.3083 -0.8615 -2.5662  -0.16
C8 -0.2970 -1.2672 -4.9368  -0.51
C9 -0.6399 -0.8036 -3.6421  -0.44
C10 1.5718 -1.3529 -2.9025  0.56
C11 1.9210 -1.8107 -4.1623  -0.60
C12 0.9739 -1.7643 -5.2055  -0.23
H20 -1.0267 -1.2403 -5.7843  0.29
H21 -1.6391 -0.4290 -3.5314  0.45
H22 2.3908 -1.4083 -2.1304  0.13
H23 2.9537 -2.2198 -4.4015  0.29
H24 1.2658 -2.1198 -6.2664  0.23
C13 -1.8530 1.9953 2.0982  0.78
O1 -1.5583 2.1898 0.9246  -0.56
C14 -3.2317 1.2728 2.4334  -1.02
H25 -3.3679 1.0445 3.5154  0.35
H26 -3.4613 0.3364 1.8208  0.19
H27 -3.9379 2.1358 2.2122  0.37
C15 -0.9193 2.2127 3.2951  -0.82
H28 -0.8374 3.3404 3.3468  0.31
H29 0.1180 1.7114 3.2242  0.11
H30 -1.3835 1.8693 4.2388  0.39
F1 1.0801 -1.1165 3.2930  -0.35
C16 2.2839 -0.9039 2.6122  -0.30
C17 2.2694 -0.3863 1.3131  0.60
C18 3.5528 -0.3333 0.7374  -0.08
F2 3.6617 0.0593 -0.5573  -0.35
C19 4.6960 -0.7000 1.3885  0.03
F3 5.9102 -0.6009 0.7848  -0.32
C20 4.6881 -1.1932 2.6826  0.75
F4 5.7982 -1.5369 3.3573  -0.30
C21 3.4306 -1.2947 3.3090  0.03
F5 3.3369 -1.7851 4.5707  -0.32

Force components x, y, z for each atom (eV/Å):
-1.2 0.4 3.0
-0.7 1.4 -1.5
0.4 1.0 -0.2
0.2 -0.4 -3.0
1.2 0.4 1.2
-0.3 -0.6 0.2
-0.4 0.2 -0.2
0.1 0.0 0.3
0.1 -0.3 -0.1
-0.1 -0.3 -0.2
0.3 0.2 0.3
0.1 -0.2 -0.1
-0.3 0.0 0.0
0.1 -0.2 -0.1
0.2 -0.1 -0.2
-0.1 -0.1 0.0
0.1 -0.1 0.3
-0.2 -0.2 0.4
-0.1 -0.2 0.0
0.3 0.2 -0.4
0.0 0.0 0.1
0.1 -0.1 -0.2
-0.1 -0.2 0.1
-0.2 0.1 0.0
0.1 0.0 0.0
-0.1 -0.3 -0.2
-0.1 -0.1 0.2
0.2 0.0 0.2
-0.1 0.0 -0.1
-0.7 -0.4 -2.4
-0.3 0.2 0.0
1.1 -0.7 -0.7
2.1 -0.6 0.7
0.3 -0.3 -1.3
0.9 -0.6 -1.2
0.5 0.1 1.0
-0.3 0.2 0.5
-1.2 0.2 -0.6
-1.4 0.6 0.6
-0.6 0.6 1.9
-0.6 -2.7 0.4
-0.2 0.2 1.3
0.0 1.3 -0.1
0.4 0.1 -0.8
0.4 1.6 0.5
0.2 -1.4 0.0
0.4 0.9 0.0
0.4 -1.1 0.1
-1.6 0.9 -0.3
0.2 0.2 -0.6
1.2 0.5 0.0
0.1 0.0 -0.2
1.1 -0.8 0.8
-2.0 0.0 0.3
0.2 0.1 0.1
1.9 -0.2 -0.1
-0.5 0.0 0.0
-1.6 0.0 1.0
-0.4 0.2 -0.5
0.3 -0.1 0.0
0.2 0.2 -0.6

The following is a DFT calculation (ωB97M-V/def2-TZVPD) of a single C21H30ClN3O2 molecule.

Output
* orbital gap: 0.32940 hartree
* SMILES: Cc1ccc(CC(=O)NCC(C)(C)NC(=O)[C@H]2CCN3CC[C@H]2C3)c(Cl)c1
* E: -43353.82876 eV
* charge: 0

Each line ends with the Mulliken charge.
Element x y z (Å)
C1 -4.4404 -1.5362 0.8107  -1.46
C2 -3.3174 -0.8979 1.5807  1.02
C3 -2.4673 -1.6521 2.3819  -0.77
C4 -1.4124 -1.0602 3.0555  -0.42
C5 -1.1640 0.3065 2.9670  -0.01
C6 0.0306 0.9044 3.6616  -1.87
C7 1.2438 0.8434 2.7351  0.65
O1 1.7856 -0.2165 2.4855  -0.63
N1 1.6366 2.0328 2.2132  -0.07
C8 2.7324 2.1552 1.2715  -1.55
C9 2.2687 2.2068 -0.1956  1.44
C10 1.3080 3.3759 -0.4116  -1.67
C11 3.4785 2.3861 -1.1076  -1.97
N2 1.5059 0.9908 -0.4821  0.49
C12 2.0236 -0.2336 -0.7651  -0.33
O2 3.2144 -0.4335 -0.9314  -0.69
C13 1.0365 -1.3900 -0.8959  0.74
C14 -0.4323 -1.1155 -0.5498  0.28
C15 -1.2135 -0.4668 -1.7020  -1.04
N3 -0.9420 -1.0681 -3.0118  -0.24
C16 -1.1394 -2.5272 -2.9820  -0.50
C17 0.2009 -3.1620 -2.5114  -1.00
C18 1.1331 -1.9535 -2.3276  -0.20
C19 0.4952 -0.9484 -3.2926  -1.02
C20 -2.0303 1.0477 2.1699  1.11
Cl1 -1.8159 2.7769 2.0068  -0.23
C21 -3.0872 0.4695 1.4870  -0.64
H1 -4.6695 -2.5272 1.2001  0.39
H2 -5.3463 -0.9317 0.8572  0.39
H3 -4.1739 -1.6460 -0.2432  0.22
H4 -2.6284 -2.7194 2.4749  0.37
H5 -0.7474 -1.6662 3.6577  0.37
H6 -0.1756 1.9225 3.9897  0.50
H7 0.2782 0.3018 4.5340  0.42
H8 1.0954 2.8471 2.4473  0.33
H9 3.3074 3.0533 1.5077  0.60
H10 3.3759 1.2855 1.4028  0.43
H11 1.7825 4.3149 -0.1215  0.40
H12 1.0322 3.4434 -1.4649  0.37
H13 0.3922 3.2582 0.1719  0.32
H14 3.8737 3.3949 -0.9707  0.50
H15 4.2563 1.6582 -0.8993  0.41
H16 3.1811 2.2744 -2.1508  0.33
H17 0.5258 1.0337 -0.2603  0.03
H18 1.4272 -2.1385 -0.2016  0.54
H19 -0.8990 -2.0755 -0.3139  0.79
H20 -0.5268 -0.5320 0.3696  -1.09
H21 -2.2858 -0.5359 -1.5033  0.50
H22 -0.9815 0.5986 -1.7900  0.23
H23 -1.9835 -2.7780 -2.3377  0.19
H24 -1.3857 -2.8629 -3.9906  0.39
H25 0.0925 -3.7401 -1.5921  0.35
H26 0.5959 -3.8341 -3.2740  0.33
H27 2.1735 -2.1774 -2.5558  0.79
H28 0.6817 -1.2315 -4.3319  0.32
H29 0.8314 0.0804 -3.1527  0.44
H30 -3.7310 1.0949 0.8814  0.44

Force components x, y, z for each atom (eV/Å):
0.0 0.0 0.0
0.0 0.0 0.0
0.0 0.0 0.0
0.0 0.0 0.0
0.0 0.0 0.0
0.0 0.0 0.0
0.0 0.0 0.0
0.0 0.0 0.0
0.0 0.0 0.0
0.1 -0.1 0.0
-0.1 0.1 0.1
0.0 0.0 0.0
0.0 0.0 0.0
0.0 0.1 -0.3
0.0 0.0 0.2
0.0 0.0 0.0
0.0 0.0 0.0
0.0 0.0 0.0
0.0 0.0 0.0
0.0 0.0 0.0
0.0 0.0 0.0
0.0 0.0 0.0
0.0 0.0 0.0
0.0 0.0 0.0
0.0 0.0 0.0
0.0 0.0 0.0
0.0 0.0 0.0
0.0 0.0 0.0
0.0 0.0 0.0
0.0 0.0 0.0
0.0 0.0 0.0
0.0 0.0 0.0
0.0 0.0 0.0
0.0 0.0 0.0
0.0 0.0 0.0
0.0 0.0 0.0
0.0 0.0 0.0
0.0 0.0 0.0
0.0 0.0 0.0
0.0 0.0 0.0
0.0 0.0 0.0
0.0 0.0 0.0
0.0 0.0 0.0
0.0 0.0 0.0
0.0 0.0 0.0
0.0 0.0 0.0
0.0 0.0 0.0
0.0 0.0 0.0
0.0 0.0 0.0
0.0 0.0 0.0
0.0 0.0 0.0
0.0 0.0 0.0
0.0 0.0 0.0
0.0 0.0 0.0
0.0 0.0 0.0
0.0 0.0 0.0
0.0 0.0 0.0

The following is a DFT calculation (ωB97M-V/def2-TZVPD) of 2 unconnected molecules or ions with the total composition C21H30F7N3O3 at a distorted geometry.

Output
* orbital gap: 0.08345 hartree
* E: -51894.47249 eV
* charge: 0

Each line ends with the Mulliken charge.
Element x y z (Å)
C1 1.0963 3.1174 1.8121  -1.57
C2 1.6487 1.8786 1.1404  0.27
C3 2.5858 1.0361 1.7140  -0.81
C4 3.0275 -0.0748 1.0501  -0.82
C5 2.5643 -0.4499 -0.2059  0.02
C6 3.1568 -1.7185 -0.8068  0.69
C7 4.7123 -1.5385 -0.8253  -1.39
C8 2.7350 -2.1051 -2.2331  -1.45
C9 1.6087 0.3849 -0.7510  1.13
O1 1.0690 0.0941 -2.0143  -0.68
C10 -0.2915 -0.2547 -1.9787  -1.50
C11 -1.2612 0.8844 -2.4508  1.65
C12 -0.4528 1.7698 -3.4254  0.51
C13 -1.2533 2.9008 -4.0989  -1.55
F1 -0.0304 0.9503 -4.4605  -0.39
N1 -2.4313 0.3531 -3.2001  -0.23
C14 -3.5340 0.9995 -2.9573  -0.01
N2 -4.7191 0.8611 -3.5864  -0.37
N3 -3.3666 1.9464 -1.9440  -0.43
C15 -2.0525 1.5783 -1.3355  -1.19
C16 -2.4459 0.7288 -0.1102  0.10
F2 -2.9452 -0.4807 -0.4358  -0.30
F3 -3.4184 1.3778 0.5526  -0.32
F4 -1.4365 0.5596 0.7345  -0.04
C17 1.1845 1.5246 -0.1018  0.11
H1 0.8411 3.8543 1.0436  0.35
H2 0.1597 2.8277 2.3094  0.26
H3 1.7806 3.5166 2.5616  0.44
H4 2.9526 1.2798 2.7086  0.38
H5 3.7677 -0.6976 1.5429  0.32
H6 2.9778 -2.5641 -0.1309  0.40
H7 5.1740 -2.2730 -1.4912  0.43
H8 5.1486 -1.5423 0.1739  0.31
H9 4.9415 -0.5581 -1.2693  0.36
H10 1.7358 -2.5586 -2.2282  0.23
H11 2.7757 -1.2649 -2.9287  0.29
H12 3.4267 -2.8700 -2.6026  0.50
H13 -0.4291 -1.0843 -2.6877  0.41
H14 -0.5288 -0.6559 -0.9891  0.52
H15 0.3859 2.2722 -2.9378  0.41
H16 -0.6055 3.4313 -4.7990  0.47
H17 -2.1225 2.5232 -4.6513  0.34
H18 -1.6080 3.6047 -3.3362  0.33
H19 -2.2689 0.0714 -4.1643  0.49
H20 -5.3542 0.0889 -3.4642  0.25
H21 -5.0280 1.6311 -4.1617  0.23
H22 -3.2744 2.9113 -2.2457  0.45
H23 -1.6845 2.5282 -0.9392  1.10
H24 0.4542 2.2008 -0.5454  0.07
C18 -1.0431 -0.7731 3.3858  -0.44
C19 0.0378 -1.8148 3.1098  0.14
O2 0.6561 -2.3409 4.2475  -0.39
C20 -0.0327 -3.4409 4.9573  0.06
O3 -0.3882 -4.4052 4.1684  -0.88
C21 -1.2164 -2.9217 5.8358  0.72
F5 -0.9291 -1.7256 6.4364  -0.29
F6 -1.4687 -3.7754 6.8497  -0.30
F7 -2.3859 -2.7406 5.1896  -0.28
H25 -0.7560 -0.1118 4.2055  0.25
H26 -1.2144 -0.1797 2.4955  -0.12
H27 -1.9913 -1.2380 3.6475  0.34
H28 0.8444 -1.3045 2.5630  -0.11
H29 -0.3317 -2.6053 2.4452  0.31
H30 0.7300 -3.6813 5.7357  0.17

Force components x, y, z for each atom (eV/Å):
-0.3 -0.7 -0.1
0.0 0.3 0.2
0.0 0.7 0.8
0.5 -0.4 0.3
0.0 -0.6 0.0
1.2 0.1 -0.4
-0.4 0.6 -0.5
-0.1 -0.3 0.3
0.0 -0.3 -0.6
-0.5 0.4 0.2
0.0 -1.0 -0.2
0.7 -0.5 0.5
-1.0 1.6 -0.5
-0.1 -0.3 0.4
0.1 -0.2 0.3
0.5 -0.3 -0.7
-0.1 1.6 0.9
0.0 0.1 -1.1
1.1 -1.1 -0.4
-0.9 1.1 0.3
-0.2 0.0 0.8
0.2 0.3 -0.3
0.3 0.0 -0.1
-0.1 0.2 -0.8
-0.4 0.6 -0.2
0.2 0.1 0.3
0.2 0.2 0.1
-0.1 0.1 -0.2
0.1 -0.2 -0.1
-0.2 0.0 0.0
-0.3 0.2 -0.1
0.0 -0.1 0.4
0.1 -0.2 -0.2
0.0 -0.1 0.1
0.1 0.3 -0.2
-0.1 -0.1 0.1
-0.2 0.0 0.1
0.1 0.2 0.1
-0.2 0.2 -0.2
0.2 -0.7 0.1
-0.1 -0.1 0.1
0.2 0.1 0.0
0.2 0.1 -0.2
-0.2 -0.9 0.3
0.4 -0.2 -0.1
-0.3 0.0 0.4
-1.0 0.0 -0.2
0.6 -0.4 0.0
0.1 -0.2 -0.2
-0.2 -0.2 0.1
0.4 0.2 -0.2
-0.1 0.7 0.6
-0.1 -1.2 -0.7
-0.3 0.1 0.2
0.4 0.6 -0.1
-0.1 0.0 0.0
0.0 -0.1 -0.1
0.0 -0.1 0.1
0.1 0.0 0.0
0.1 0.0 0.3
0.0 0.0 0.1
0.0 -0.1 0.0
-0.1 -0.1 0.2
0.1 0.1 0.0

- Look up the charge of the first one.
  0

- What is the E in the fourth record?
  -51894.47249 eV

- Among the records above, which one has the highest E?
  C21H30ClN3O2